ORCA calculation (ωB97M-V/def2-TZVPD) on a structure of composition C9H13NO2Ti.

The total energy comes out at -1405.46874 hartree. Its lowest unoccupied orbital energy is 0.5 eV.

Structure (ORCA input):
```
! RIJCOSX wB97M-V def2-TZVPD def2/J DEFGRID3
* xyz 0 1
C -0.55 0.79 -2.22
C 0.86 0.98 -2.01
C 1.02 1.88 -0.91
C -0.27 2.25 -0.44
C -1.25 1.58 -1.24
Ti -0.15 -0.21 -0.24
N -1.60 -1.29 -0.46
C -0.40 -2.24 -0.95
C 0.99 -1.72 -1.02
H 1.97 2.29 -0.56
H 1.66 0.54 -2.60
H -0.48 3.01 0.32
H -2.33 1.73 -1.19
H -1.01 0.24 -3.04
H 1.38 -1.67 -2.03
H -0.45 -3.15 -0.31
H -2.45 -1.79 -0.25
H 1.68 -2.26 -0.35
H -0.73 -2.58 -1.95
C 0.40 0.24 3.73
C 0.17 0.23 2.25
O -0.96 0.55 1.73
O 1.11 -0.16 1.46
H -0.55 0.40 4.25
H 1.11 1.05 3.99
H 0.84 -0.72 4.03
*
```

Atomic partial charges in e from the Löwdin method, atoms 1 to 4: atom 1 (C): -0.18, atom 2 (C): -0.17, atom 3 (C): -0.12, atom 4 (C): -0.13


ORCA calculation (ωB97M-V/def2-TZVPD) on an isolated molecule of C23H28N4O5.

As for the SMILES: CCC(C)(C)NC(=O)CN(C(=O)CCC(=O)Nc1ccccn1)c1ccc2c(c1)OCO2. The value obtained for the relative energy (zero: lowest compared OMol25 entry of this formula, charge and spin) is 28.9 kcal/mol. The total energy comes out at -1488.53425 hartree. Its lowest unoccupied orbital energy is 0.7 eV.

Structure (ORCA input):
```
! RIJCOSX wB97M-V def2-TZVPD def2/J DEFGRID3
* xyz 0 1
C -2.24 -2.21 0.22
C -3.50 -1.53 0.73
C -4.22 -0.64 -0.30
C -4.56 -1.40 -1.58
C -5.52 -0.12 0.33
N -3.41 0.54 -0.58
C -2.42 0.71 -1.47
O -2.07 -0.08 -2.32
C -1.70 2.06 -1.29
N -0.76 2.00 -0.18
C -1.24 2.13 1.08
O -2.42 2.38 1.28
C -0.30 1.86 2.23
C 0.01 0.35 2.32
C 1.42 0.04 1.83
O 2.35 0.81 1.98
N 1.54 -1.20 1.27
C 2.66 -1.78 0.69
C 3.95 -1.25 0.79
C 4.96 -1.92 0.13
C 4.67 -3.07 -0.59
C 3.36 -3.52 -0.60
N 2.38 -2.89 0.02
C 0.60 1.78 -0.51
C 0.95 0.63 -1.22
C 2.27 0.38 -1.57
C 3.21 1.30 -1.18
C 2.86 2.47 -0.51
C 1.55 2.75 -0.18
O 3.97 3.23 -0.29
C 5.05 2.47 -0.77
O 4.57 1.29 -1.38
H -1.73 -2.73 1.03
H -2.48 -2.95 -0.54
H -1.55 -1.49 -0.22
H -3.25 -0.90 1.59
H -4.20 -2.29 1.08
H -5.17 -0.77 -2.23
H -3.66 -1.66 -2.12
H -5.12 -2.30 -1.34
H -6.19 -0.94 0.55
H -5.31 0.41 1.26
H -6.02 0.57 -0.35
H -3.49 1.27 0.13
H -2.43 2.85 -1.09
H -1.15 2.29 -2.20
H -0.82 2.19 3.14
H 0.64 2.40 2.15
H -0.02 0.03 3.36
H -0.73 -0.23 1.77
H 0.70 -1.75 1.12
H 4.13 -0.36 1.35
H 5.97 -1.54 0.17
H 5.44 -3.62 -1.11
H 3.07 -4.42 -1.13
H 0.19 -0.07 -1.51
H 2.55 -0.50 -2.12
H 1.28 3.66 0.32
H 5.62 3.06 -1.51
H 5.72 2.20 0.07
*
```

Atomic partial charges in e from the Löwdin method, atoms 1 to 4: atom 1 (C): -0.09, atom 2 (C): -0.19, atom 3 (C): -0.54, atom 4 (C): -0.03


ORCA calculation (ωB97M-V/def2-TZVPD) on the ion C4H12N2O with charge -1.

As for the expectation value of S²: 0.75. The value obtained for the relative energy (zero: lowest compared OMol25 entry of this formula, charge and spin) is 23.6 kcal/mol. The total energy comes out at -344.27772 hartree. Its lowest unoccupied orbital energy (spin up / spin down) is 3.7 / 3.7 eV.

Structure (ORCA input):
```
! RIJCOSX wB97M-V def2-TZVPD def2/J DEFGRID3
* xyz -1 2
C 0.18 -1.09 0.10
C -1.14 -0.93 -0.64
C -2.07 0.13 -0.08
N -1.53 1.48 -0.12
N 1.05 0.05 -0.08
C 2.32 -0.01 0.55
O 3.03 1.21 0.40
H -0.02 -1.27 1.16
H 0.70 -1.97 -0.31
H -0.97 -0.75 -1.70
H -1.67 -1.90 -0.59
H -2.98 0.13 -0.70
H -2.45 -0.16 0.90
H -1.25 1.82 0.80
H -2.22 2.10 -0.53
H 0.61 0.91 -0.37
H 2.22 -0.17 1.63
H 2.89 -0.84 0.13
H 3.30 1.24 -0.53
*
```

Atomic partial charges in e from the Löwdin method, atoms 1 to 4: atom 1 (C): -0.30, atom 2 (C): -0.27, atom 3 (C): -0.56, atom 4 (N): -0.07


ORCA calculation (ωB97M-V/def2-TZVPD) on a cluster of 2 separate species, C21H25N2O3S3 in total.

The total energy comes out at -2345.03901 hartree. Its lowest unoccupied orbital energy is 2.4 eV.

Structure (ORCA input):
```
! RIJCOSX wB97M-V def2-TZVPD def2/J DEFGRID3
* xyz -1 1
C -4.20 1.13 -3.20
C -3.43 -0.18 -3.29
C -1.97 -0.02 -2.89
N -1.32 1.06 -3.64
C 0.07 1.13 -3.53
S 0.97 -0.12 -2.87
S 0.89 2.53 -3.97
C -2.02 2.34 -3.57
C -3.48 2.22 -3.99
H -5.21 1.00 -3.59
H -4.28 1.43 -2.15
H -3.89 -0.94 -2.64
H -3.48 -0.55 -4.33
H -1.91 0.17 -1.80
H -1.44 -0.96 -3.09
H -1.98 2.75 -2.54
H -1.52 3.06 -4.23
H -3.53 1.98 -5.06
H -3.97 3.19 -3.83
C 4.81 -5.84 0.43
O 5.26 -4.63 -0.21
C 4.59 -3.46 0.00
C 5.11 -2.34 -0.71
C 4.49 -1.12 -0.60
C 3.35 -0.95 0.23
C 2.67 0.34 0.35
N 1.71 0.51 1.19
S 1.01 2.07 1.40
C -0.31 1.72 2.56
C -1.58 1.40 2.07
C -2.63 1.23 2.95
C -2.45 1.38 4.33
C -3.62 1.22 5.26
C -1.17 1.68 4.81
C -0.11 1.86 3.94
O 1.97 2.92 2.06
O 0.40 2.48 0.16
C 2.87 -2.05 0.96
C 3.46 -3.30 0.85
H 5.52 -6.60 0.08
H 4.87 -5.76 1.52
H 3.79 -6.10 0.11
H 5.98 -2.50 -1.33
H 4.87 -0.26 -1.15
H 3.06 1.14 -0.29
H -1.72 1.31 0.99
H -3.62 1.00 2.57
H -3.32 1.37 6.30
H -4.41 1.95 5.02
H -4.07 0.22 5.16
H -1.02 1.80 5.88
H 0.89 2.12 4.31
H 2.00 -1.89 1.61
H 3.06 -4.14 1.41
*
```

Atomic partial charges in e from the Löwdin method, atoms 1 to 4: atom 1 (C): -0.23, atom 2 (C): -0.20, atom 3 (C): -0.25, atom 4 (N): -0.20


ORCA calculation (ωB97M-V/def2-TZVPD) on a cluster of 8 separate species, C29H66BF4N8O8S in total.

The total energy comes out at -3006.65614 hartree. Its lowest unoccupied orbital energy is -4.1 eV.

Structure (ORCA input):
```
! RIJCOSX wB97M-V def2-TZVPD def2/J DEFGRID3
* xyz 1 1
C -0.51 2.90 0.11
C -0.51 2.75 -1.56
C 0.07 1.29 -2.03
C -1.12 0.20 -2.46
C -0.33 -1.28 -2.49
C -0.90 -2.26 -1.36
S 0.29 -2.69 0.08
B -0.44 -1.56 1.46
N -1.46 -0.47 1.20
O 0.08 -1.87 2.84
C 2.06 -2.32 -0.29
F 2.35 -2.91 -1.66
F 2.85 -3.23 0.63
C 2.73 -0.89 -0.22
F 2.25 0.12 0.74
F 2.91 -0.15 -1.52
H -1.61 2.82 0.52
H 0.11 2.07 0.64
H 0.01 3.93 0.42
H -1.53 3.07 -2.04
H 0.29 3.56 -1.92
H 0.59 0.81 -1.08
H 0.82 1.34 -2.93
H -1.50 0.52 -3.52
H -2.04 0.21 -1.72
H 0.81 -1.09 -2.56
H -0.65 -1.73 -3.55
H -1.96 -1.90 -0.95
H -1.12 -3.32 -1.86
H -1.28 0.06 0.32
H -2.44 -0.86 1.08
H -0.24 -1.19 3.50
H 3.87 -1.08 0.11
C -3.10 2.97 3.38
O -3.02 2.60 2.21
N -2.28 3.90 3.98
C -2.44 4.29 5.37
C -1.22 4.51 3.20
H -3.87 2.57 4.06
H -2.64 5.36 5.42
H -1.52 4.05 5.91
H -3.28 3.75 5.83
H -1.66 5.03 2.35
H -0.55 3.73 2.84
H -0.66 5.22 3.81
C 7.35 -3.39 3.64
O 7.64 -4.57 3.74
N 6.35 -2.88 2.83
C 6.06 -1.47 2.77
C 5.56 -3.80 2.03
H 7.88 -2.61 4.21
H 5.03 -1.30 3.08
H 6.19 -1.13 1.74
H 6.73 -0.90 3.42
H 5.06 -4.51 2.69
H 6.23 -4.34 1.36
H 4.81 -3.25 1.45
C -4.62 -0.79 -0.05
O -4.33 -1.97 0.05
N -5.62 -0.28 -0.86
C -5.91 1.14 -0.92
C -6.41 -1.19 -1.66
H -4.08 -0.01 0.51
H -6.94 1.31 -0.61
H -5.77 1.48 -1.96
H -5.24 1.71 -0.27
H -6.90 -1.91 -1.00
H -5.74 -1.74 -2.33
H -7.16 -0.65 -2.24
C 1.79 -8.47 2.14
O 0.87 -9.27 2.08
N 2.22 -7.67 1.10
C 3.32 -6.74 1.24
C 1.54 -7.75 -0.18
H 2.37 -8.32 3.06
H 2.96 -5.73 1.04
H 4.10 -7.00 0.53
H 3.74 -6.78 2.26
H 0.49 -7.51 -0.04
H 1.62 -8.78 -0.55
H 1.99 -7.06 -0.90
C 1.91 -0.37 -5.06
O 0.99 -1.18 -5.12
N 2.34 0.43 -6.10
C 3.45 1.35 -5.95
C 1.67 0.34 -7.38
H 2.50 -0.23 -4.14
H 3.09 2.36 -6.16
H 4.23 1.09 -6.67
H 3.86 1.32 -4.94
H 0.61 0.58 -7.24
H 1.75 -0.69 -7.75
H 2.12 1.03 -8.10
C 1.92 5.21 -4.43
O 0.99 4.41 -4.49
N 2.34 6.01 -5.47
C 3.45 6.94 -5.32
C 1.67 5.93 -6.75
H 2.50 5.36 -3.51
H 3.09 7.95 -5.53
H 4.23 6.68 -6.04
H 3.86 6.90 -4.31
H 0.61 6.17 -6.61
H 1.75 4.90 -7.12
H 2.12 6.62 -7.47
C -4.01 0.54 6.90
O -3.35 1.46 7.34
N -5.39 0.50 6.83
C -6.11 -0.64 6.29
C -6.15 1.63 7.32
H -3.54 -0.37 6.50
H -6.71 -0.30 5.44
H -6.76 -1.04 7.07
H -5.42 -1.42 5.96
H -5.86 2.53 6.76
H -5.91 1.79 8.38
H -7.22 1.46 7.21
*
```

Atomic partial charges in e from the Löwdin method, atoms 1 to 4: atom 1 (C): -0.13, atom 2 (C): -0.22, atom 3 (C): -0.20, atom 4 (C): -0.16


ORCA calculation (ωB97M-V/def2-TZVPD) on an isolated molecule of C21H23N3O4S.

As for the SMILES: CCCCOC(=O)CSC1=C(C#N)[C@H](c2ccccc2OCC)[C@@H](C#N)C(=O)N1. The value obtained for the relative energy (zero: lowest compared OMol25 entry of this formula, charge and spin) is 48.9 kcal/mol. The total energy comes out at -1677.45055 hartree. Its lowest unoccupied orbital energy is 0.0 eV.

Structure (ORCA input):
```
! RIJCOSX wB97M-V def2-TZVPD def2/J DEFGRID3
* xyz 0 1
C 4.68 0.63 -5.45
C 3.85 0.44 -4.18
C 4.61 -0.37 -3.14
C 3.77 -0.67 -1.90
O 3.48 0.53 -1.17
C 2.28 1.08 -1.32
O 1.39 0.65 -2.00
C 2.13 2.30 -0.44
S 1.64 1.75 1.24
C 0.45 0.49 0.88
C -0.59 0.63 0.04
C -0.93 1.87 -0.52
N -1.24 2.89 -0.95
C -1.48 -0.53 -0.34
C -2.87 -0.37 0.23
C -3.95 -0.33 -0.63
C -5.25 -0.19 -0.15
C -5.45 -0.09 1.21
C -4.38 -0.12 2.09
C -3.08 -0.26 1.61
O -1.98 -0.29 2.41
C -2.14 -0.18 3.81
C -0.77 -0.24 4.47
C -0.83 -1.87 0.09
C 0.18 -2.25 -0.88
N 1.00 -2.54 -1.62
C -0.07 -1.82 1.41
O -0.03 -2.73 2.20
N 0.69 -0.69 1.55
H 5.61 1.15 -5.23
H 4.92 -0.34 -5.89
H 4.13 1.21 -6.18
H 2.92 -0.07 -4.43
H 3.60 1.42 -3.78
H 4.92 -1.32 -3.56
H 5.51 0.17 -2.83
H 2.83 -1.15 -2.17
H 4.33 -1.30 -1.20
H 3.08 2.81 -0.29
H 1.37 2.97 -0.84
H -1.56 -0.54 -1.43
H -3.78 -0.42 -1.69
H -6.08 -0.17 -0.84
H -6.45 0.02 1.60
H -4.57 -0.03 3.15
H -2.77 -1.01 4.17
H -2.64 0.77 4.05
H -0.15 0.57 4.11
H -0.30 -1.19 4.24
H -0.89 -0.15 5.54
H -1.58 -2.66 0.14
H 1.33 -0.65 2.34
*
```

Atomic partial charges in e from the Löwdin method, atoms 1 to 4: atom 1 (C): -0.11, atom 2 (C): -0.26, atom 3 (C): -0.18, atom 4 (C): -0.16


ORCA calculation (ωB97M-V/def2-TZVPD) on a structure of composition C12H27MnN6O2S5.

As for the expectation value of S²: 8.75. The value obtained for the relative energy (zero: lowest compared OMol25 entry of this formula, charge and spin) is 11.6 kcal/mol. The total energy comes out at -4094.29113 hartree. Its lowest unoccupied orbital energy (spin up / spin down) is -2.5 / -2.5 eV.

Structure (ORCA input):
```
! RIJCOSX wB97M-V def2-TZVPD def2/J DEFGRID3
* xyz 1 6
Mn 0.64 0.13 0.02
N -1.46 0.65 0.69
C -1.73 2.09 0.71
C -0.67 2.74 1.58
N 0.68 2.39 1.10
C 1.64 2.25 2.20
C 1.47 0.92 2.93
N 1.66 -0.23 2.02
C 1.10 3.37 0.09
C 2.38 2.97 -0.63
N 2.41 1.52 -0.90
H -2.13 0.14 0.12
H -1.59 0.25 1.61
H -2.72 2.33 1.10
H -1.68 2.47 -0.31
H -0.79 2.38 2.60
H -0.81 3.83 1.61
H 1.56 3.07 2.92
H 2.65 2.29 1.79
H 0.47 0.85 3.35
H 2.17 0.89 3.77
H 1.28 -1.07 2.43
H 2.65 -0.41 1.87
H 1.22 4.37 0.52
H 0.29 3.44 -0.64
H 3.25 3.24 -0.03
H 2.45 3.55 -1.55
H 3.25 1.11 -0.53
H 2.44 1.32 -1.90
C 2.87 -3.60 -2.00
O 2.02 -2.71 -2.76
C 1.63 -1.62 -2.14
O 2.03 -1.27 -1.03
N 0.79 -0.88 -2.93
N -0.03 0.07 -2.28
H 3.15 -4.38 -2.70
H 2.30 -4.02 -1.17
H 3.74 -3.07 -1.64
H 0.37 -1.39 -3.69
H -0.96 -0.33 -2.22
H -0.09 0.88 -2.89
C -3.44 -3.45 2.09
S -3.76 -1.74 1.59
C -3.46 -1.86 -0.14
C -2.27 -2.13 -0.73
S -0.71 -2.33 -0.01
S -2.39 -2.32 -2.48
C -4.07 -1.90 -2.70
S -4.77 -1.77 -4.16
S -4.87 -1.69 -1.18
H -3.59 -3.48 3.17
H -2.42 -3.72 1.85
H -4.15 -4.12 1.61
*
```

Atomic partial charges in e from the Löwdin method, atoms 1 to 4: atom 1 (Mn): 0.75, atom 2 (N): -0.04, atom 3 (C): -0.21, atom 4 (C): -0.18


ORCA calculation (ωB97M-V/def2-TZVPD) on a cluster of 3 separate species, C5H17NO2 in total.

As for the SMILES: CCN(C)CC.O.O. The value obtained for the relative energy (zero: lowest compared OMol25 entry of this formula, charge and spin) is 34.2 kcal/mol. The total energy comes out at -405.88801 hartree. Its lowest unoccupied orbital energy is 0.8 eV.

Structure (ORCA input):
```
! RIJCOSX wB97M-V def2-TZVPD def2/J DEFGRID3
* xyz 0 1
C 0.92 0.93 -2.29
C -0.58 0.65 -2.21
N -0.89 -0.06 -0.91
C -1.14 -1.47 -1.22
C -1.99 0.53 -0.14
C -1.38 1.47 0.90
H 1.16 1.90 -1.83
H 1.61 0.30 -1.73
H 1.17 1.10 -3.34
H -0.97 0.03 -3.00
H -0.99 1.66 -2.12
H -0.53 -1.85 -2.04
H -2.19 -1.65 -1.48
H -0.88 -2.12 -0.38
H -2.62 -0.27 0.27
H -2.75 1.06 -0.73
H -0.48 1.84 0.42
H -1.08 0.89 1.78
H -2.10 2.20 1.27
O 1.26 -0.10 1.50
H 0.70 -0.19 0.71
H 1.79 -0.91 1.36
O 2.94 -1.71 3.46
H 3.17 -1.22 4.27
H 2.78 -1.03 2.79
*
```

Atomic partial charges in e from the Löwdin method, atoms 1 to 4: atom 1 (C): -0.09, atom 2 (C): -0.22, atom 3 (N): -0.25, atom 4 (C): -0.11


ORCA calculation (ωB97M-V/def2-TZVPD) on a structure of composition C23H49CeN2O2P2.

The value obtained for the relative energy (zero: lowest compared OMol25 entry of this formula, charge and spin) is 0.0 kcal/mol. The total energy comes out at -2322.59678 hartree. Its lowest unoccupied orbital energy (spin up / spin down) is -10.9 / -10.9 eV.

Structure (ORCA input):
```
! RIJCOSX wB97M-V def2-TZVPD def2/J DEFGRID3
* xyz 3 1
Ce -0.29 0.24 -0.33
P -0.35 -1.86 -2.31
P -0.15 3.07 -0.06
N 1.07 0.96 -2.18
C 1.21 -1.43 -3.17
H 1.92 -2.25 -2.96
H 0.99 -1.47 -4.25
C 1.92 -0.08 -2.82
H 2.76 -0.30 -2.14
H 2.34 0.36 -3.74
C 1.63 2.38 -2.25
H 1.15 2.90 -3.10
H 2.69 2.30 -2.49
C 1.48 3.17 -0.93
H 1.66 4.23 -1.12
H 2.23 2.84 -0.21
C 0.11 3.67 1.67
C 0.50 2.52 2.62
H 1.45 2.05 2.35
H -0.27 1.73 2.64
H 0.60 2.91 3.64
C -1.16 4.29 -1.01
C -2.66 4.02 -0.76
H -3.22 4.32 -1.65
H -3.02 4.60 0.09
H -2.87 2.95 -0.59
C -1.62 -2.32 -3.56
C -2.91 -2.84 -2.89
H -3.72 -2.80 -3.63
H -3.23 -2.23 -2.04
H -2.80 -3.89 -2.58
C -0.06 -3.42 -1.29
C -1.17 -3.61 -0.24
H -0.75 -4.14 0.63
H -2.00 -4.22 -0.64
H -1.61 -2.67 0.13
C -2.58 -0.11 0.57
C -0.74 5.75 -0.81
H 0.09 5.91 -0.11
H -0.43 6.19 -1.77
H -1.59 6.36 -0.46
C -1.15 -3.22 -4.71
H -1.98 -3.87 -5.03
H -0.89 -2.61 -5.58
H -0.30 -3.86 -4.47
C 0.20 -4.73 -2.05
H 0.42 -5.52 -1.31
H -0.68 -5.07 -2.61
H 1.06 -4.68 -2.73
C -1.12 4.41 2.21
H -2.04 3.82 2.10
H -0.98 4.60 3.28
H -1.27 5.38 1.73
H 0.94 4.38 1.59
H 0.88 -3.17 -0.76
H -0.95 4.02 -2.06
H -1.89 -1.34 -4.00
O -3.60 -0.28 1.10
H 0.20 1.01 -2.72
H -1.60 0.91 -1.61
O 1.23 -0.73 0.94
C 1.28 -1.35 2.06
C 2.57 -1.79 2.61
C 2.92 -1.03 3.90
C 2.21 -1.58 5.12
C 0.69 -1.44 5.08
C 0.04 -2.26 3.98
N 0.13 -1.58 2.69
H 2.53 -2.87 2.79
H 3.32 -1.58 1.85
H 4.01 -1.10 4.05
H 2.70 0.03 3.77
H 2.46 -2.65 5.22
H 2.59 -1.07 6.01
H 0.28 -1.78 6.04
H 0.41 -0.39 4.99
H 0.51 -3.26 3.91
H -1.01 -2.41 4.23
H -0.74 -1.41 2.17
*
```

Atomic partial charges in e from the Löwdin method, atoms 1 to 4: atom 1 (Ce): 0.90, atom 2 (P): 0.99, atom 3 (P): 0.96, atom 4 (N): -0.23